Below is a cluster of 5 separate species, C33H41BrF33N4O6 in total at a distorted geometry, with properties calculated with the ωB97M-V functional and the def2-TZVPD basis.

Structure (XYZ):
```
118
Properties=species:S:1:pos:R:3:forces:R:3:mulliken_charge:R:1
C 0.514 -5.236 -0.300 -0.7 1.2 -0.9 -1.111
C -0.238 -3.959 -0.632 0.3 -1.6 0.7 0.399
C -0.753 -2.925 0.582 2.5 -1.0 -0.1 -0.057
N -1.405 -1.680 0.112 -1.1 -0.2 -0.1 0.970
C -2.796 -1.736 -0.346 -2.0 -0.6 1.2 0.693
F -3.097 -1.093 -1.683 1.0 -0.8 2.2 -0.388
C -3.516 -3.212 -0.509 -1.1 0.3 -1.1 -0.508
C -3.309 -3.875 -2.031 -0.8 -0.4 0.0 -0.654
C -0.708 -0.404 0.270 1.9 1.7 -0.1 -0.118
C -1.490 0.997 -0.023 0.9 0.5 -1.3 -1.590
C -2.748 1.432 0.864 -1.5 1.3 0.3 0.764
N -2.578 2.929 1.205 -0.4 -0.4 -1.6 -0.888
N -4.068 1.391 0.062 0.7 -0.8 0.1 -0.400
N -3.031 0.744 2.159 0.6 0.3 -0.4 -0.631
C 0.018 -0.114 1.753 2.6 1.0 6.8 0.231
O 0.931 0.885 1.911 -4.5 -4.7 -2.3 -0.657
O -0.311 -0.855 2.990 0.8 2.5 -6.8 -0.762
C 0.566 -0.354 -0.814 0.7 1.3 0.9 -0.687
Br 0.047 -1.049 -2.654 0.1 0.5 1.0 -0.129
C 1.916 -1.111 -0.405 2.2 0.0 -1.3 0.832
C 3.176 -0.015 -0.499 -0.2 0.7 -0.2 -1.060
H 1.683 -5.209 -0.256 -2.6 0.0 1.6 0.135
H -0.067 -6.268 -0.153 1.6 1.9 -2.1 0.207
H -0.465 -3.798 -1.768 -1.4 -0.7 2.5 0.154
H -1.471 -3.485 1.357 1.6 0.9 -2.1 0.583
H 0.247 -2.791 1.222 -2.5 0.5 -1.2 -0.643
H -3.525 -1.167 0.411 1.7 -0.8 -1.9 -0.180
H -4.689 -2.983 -0.472 2.6 -0.3 0.1 0.375
H -3.324 -3.965 0.357 0.0 1.5 -1.6 0.292
H -2.428 -3.382 -2.623 -1.7 -1.1 1.3 -0.025
H -4.310 -3.706 -2.658 2.2 -0.2 1.4 0.299
H -3.206 -5.063 -1.959 0.1 2.7 -0.1 0.245
H -0.669 1.858 0.097 -1.7 -2.2 0.1 0.633
H -1.734 1.008 -1.193 0.1 -0.1 2.5 0.184
H -2.267 3.368 0.288 -0.5 -0.6 1.5 0.346
H -3.551 3.333 1.347 1.6 -0.9 -0.3 0.248
H -3.883 1.266 -0.956 -0.4 -0.3 1.3 0.231
H -4.710 0.667 0.453 1.0 0.7 -0.7 0.309
H -2.723 -0.248 2.209 0.2 1.2 0.0 0.195
H -2.661 1.279 2.979 -0.1 -0.8 -1.4 0.332
H 0.850 0.788 -1.023 -0.8 -2.7 0.5 0.549
H 2.175 -1.922 -1.243 -0.7 1.6 2.0 0.452
H 1.991 -1.657 0.613 -0.7 1.3 -1.6 -0.747
H 4.075 -0.297 0.195 -1.7 0.4 -1.5 0.267
H 2.837 1.078 -0.170 0.5 -2.5 -0.5 0.179
H 3.534 0.107 -1.627 -0.7 -0.5 2.4 0.232
C 4.970 3.731 1.767 -1.0 -0.1 0.7 -0.864
C 5.953 2.630 1.342 -1.0 -0.3 -0.6 1.016
C 7.426 3.027 1.384 0.9 -0.3 0.1 0.036
F 7.708 4.066 0.569 0.2 -0.4 0.2 -0.218
F 8.211 1.997 0.972 -0.3 -0.1 0.1 -0.286
F 5.598 2.167 0.114 0.4 0.2 0.3 -0.261
F 5.774 1.575 2.200 0.5 0.5 0.0 -0.351
O 4.372 4.488 0.712 1.7 0.9 -0.8 -0.394
C 5.159 5.570 0.214 -1.1 -0.6 2.0 0.755
C 5.598 5.370 -1.241 0.3 -0.4 -0.8 0.209
F 6.305 4.223 -1.401 -0.5 0.4 0.0 -0.206
F 6.407 6.382 -1.653 -0.2 0.1 0.4 -0.269
F 6.195 5.789 1.058 -0.3 0.6 -0.7 -0.272
F 4.367 6.674 0.304 0.4 -0.4 -0.6 -0.297
H 4.124 3.223 2.246 0.1 -0.1 -0.3 0.542
H 5.379 4.377 2.554 0.2 -0.2 -0.3 0.328
H 7.736 3.291 2.402 -0.2 0.0 0.0 0.292
H 4.734 5.327 -1.907 -0.1 0.1 0.2 0.247
C 1.980 -0.891 -8.579 -0.3 0.8 -0.7 -0.696
C 3.195 -1.231 -7.703 -0.4 0.9 0.6 0.875
C 3.480 -2.722 -7.545 0.6 -0.8 0.3 0.091
F 2.454 -3.390 -6.975 0.6 0.1 -0.1 -0.173
F 4.556 -2.920 -6.739 0.0 0.3 -0.2 -0.279
F 3.058 -0.620 -6.497 0.1 -0.4 -0.4 -0.247
F 4.290 -0.650 -8.289 -0.1 -0.5 -0.2 -0.341
O 0.754 -0.633 -7.889 -0.1 -1.8 0.7 -0.400
C 0.001 -1.790 -7.529 0.4 0.9 -1.7 0.673
C -0.103 -1.988 -6.012 0.2 -0.1 1.1 0.265
F 1.120 -2.081 -5.432 -0.5 0.2 -0.4 -0.221
F -0.761 -3.139 -5.711 0.0 0.2 -0.5 -0.294
F 0.508 -2.868 -8.173 -0.8 0.1 0.3 -0.279
F -1.243 -1.598 -8.049 0.4 -0.1 0.6 -0.299
H 2.213 0.058 -9.077 0.0 -0.1 0.4 0.411
H 1.844 -1.603 -9.403 0.1 -0.1 0.4 0.324
H 3.702 -3.187 -8.512 -0.1 0.2 0.0 0.249
H -0.633 -1.156 -5.545 -0.1 0.1 -0.2 0.257
C -8.939 3.714 1.921 -1.0 -0.5 -0.3 -0.712
C -7.909 4.504 1.099 -0.6 0.6 0.1 0.808
C -6.452 4.143 1.370 1.1 -0.2 -0.4 0.262
F -6.094 4.354 2.654 0.1 0.0 -0.5 -0.224
F -5.621 4.908 0.613 -0.4 0.0 -0.1 -0.290
F -8.131 5.835 1.269 0.2 -0.3 0.0 -0.282
F -8.170 4.253 -0.224 0.3 -0.3 0.3 -0.331
O -9.429 4.352 3.104 1.7 0.1 1.0 -0.413
C -8.602 4.215 4.258 -1.0 -1.5 -1.2 0.747
C -8.013 5.549 4.733 0.6 0.8 0.1 0.208
F -7.285 6.152 3.760 -0.6 -0.1 0.4 -0.194
F -7.172 5.366 5.786 -0.4 -0.4 -0.2 -0.254
F -7.661 3.271 4.021 -0.4 0.5 0.8 -0.253
F -9.407 3.700 5.229 0.4 0.6 -0.1 -0.301
H -9.826 3.608 1.285 0.2 0.3 0.1 0.429
H -8.619 2.683 2.114 0.2 0.4 0.0 0.344
H -6.251 3.094 1.122 -0.1 0.0 -0.1 0.202
H -8.802 6.238 5.038 -0.2 -0.2 0.0 0.229
C 3.141 -3.468 2.772 0.2 0.5 -1.0 -0.908
C 2.144 -4.590 3.098 0.7 -0.2 -0.1 0.776
C 1.187 -4.288 4.247 -1.0 0.3 0.3 0.195
F 1.829 -4.056 5.413 -0.3 -0.3 -0.1 -0.259
F 0.363 -5.346 4.473 0.1 -0.3 -0.3 -0.305
F 2.829 -5.745 3.312 -0.2 0.0 0.1 -0.355
F 1.397 -4.808 1.970 0.1 0.4 1.2 -0.079
O 4.445 -3.591 3.347 -0.4 0.0 2.0 -0.448
C 4.567 -3.124 4.689 -0.7 1.1 -2.0 0.752
C 4.882 -4.246 5.687 -0.1 -0.7 0.5 0.178
F 3.940 -5.221 5.661 0.6 0.3 -0.1 -0.211
F 4.914 -3.773 6.961 0.0 0.3 -0.4 -0.265
F 3.458 -2.418 5.016 1.0 -0.2 0.4 -0.248
F 5.589 -2.225 4.676 -0.1 -0.7 0.4 -0.295
H 3.319 -3.517 1.690 0.0 -0.2 0.2 0.421
H 2.716 -2.469 2.931 -0.1 -0.3 0.2 0.588
H 0.556 -3.422 4.020 0.2 0.1 -0.2 0.236
H 5.847 -4.705 5.465 0.0 0.2 -0.2 0.228
```
Positions in Å, forces in eV/Å.

Properties
Gap between HOMO and LUMO, eV: 6.23
E_HOMO, eV: -4.6
Charge: -1